C40H35GeIrN4O5 as an isolated structure. Source: the OMol25 dataset; level of theory: wB97M-V/def2-TZVPD.

Atoms and positions in Å:
Ir (-1.268, 0.672, 1.494)
Ge (1.692, 0.735, -0.640)
O (-0.790, 3.120, 5.043)
O (-2.005, 2.317, 0.283)
O (-4.788, 1.207, 3.462)
O (-3.172, 0.215, 2.283)
O (-0.710, -1.011, 2.416)
N (-2.056, -1.561, -0.246)
N (-1.270, 1.985, 3.116)
N (1.427, 0.682, 3.596)
N (-1.764, -0.349, -0.123)
C (-2.237, -3.791, 0.491)
C (0.713, -1.953, -1.057)
C (-2.404, -6.137, 1.140)
C (1.211, -0.838, -3.114)
C (-2.557, 2.207, -3.352)
C (1.136, -0.803, -1.722)
C (5.907, 0.165, -0.198)
C (-1.005, -3.223, 2.951)
C (1.848, 4.750, -3.213)
C (-2.126, -0.009, -2.538)
C (-2.990, -6.453, -0.058)
C (0.400, -3.104, -3.142)
C (0.928, 2.563, -2.810)
C (-2.424, 2.717, -2.069)
C (-1.824, -2.432, 0.782)
C (0.539, 1.210, 0.805)
C (0.928, 3.757, -3.521)
C (1.019, 1.958, 4.150)
C (0.343, -3.095, -1.755)
C (2.760, 4.544, -2.187)
C (-1.192, -2.136, 2.024)
C (-1.488, 3.653, 0.453)
C (-2.686, 2.322, 3.328)
C (-2.018, -4.815, 1.431)
C (2.756, 3.347, -1.482)
C (-2.844, -4.140, -0.735)
C (-3.208, -5.437, -1.001)
C (-2.396, 0.849, -3.590)
C (3.494, 0.249, -0.003)
C (-2.021, 0.485, -1.246)
C (0.842, -1.976, -3.821)
C (4.670, 0.593, -0.666)
C (-2.141, 1.861, -1.018)
C (-0.457, 2.368, 4.113)
C (-1.395, -4.482, 2.675)
C (4.821, -0.989, 1.605)
C (-3.648, 1.166, 3.023)
C (5.985, -0.625, 0.940)
C (3.589, -0.553, 1.136)
C (1.849, 2.330, -1.787)
H (-3.283, -7.472, -0.275)
H (-3.000, 3.145, 2.669)
H (6.811, 0.446, -0.725)
H (-0.545, -2.963, 3.896)
H (3.467, 3.207, -0.675)
H (-1.108, 3.688, 1.470)
H (3.474, 5.318, -1.932)
H (-2.227, -6.903, 1.886)
H (-0.685, 3.824, -0.265)
H (4.626, 1.200, -1.564)
H (0.650, -1.951, 0.027)
H (2.409, 0.665, 3.369)
H (6.949, -0.958, 1.306)
H (1.176, -0.107, 4.174)
H (0.971, 2.085, 1.303)
H (-0.007, -3.968, -1.217)
H (-2.852, 2.667, 4.343)
H (0.181, 1.813, -3.045)
H (2.681, -0.835, 1.660)
H (4.873, -1.611, 2.490)
H (-1.973, -1.069, -2.693)
H (1.559, 0.031, -3.660)
H (-1.247, -5.269, 3.405)
H (0.900, -1.982, -4.903)
H (0.103, -3.990, -3.691)
H (-2.770, 2.883, -4.170)
H (1.269, 2.085, 5.209)
H (-2.533, 3.777, -1.891)
H (-3.019, -3.364, -1.466)
H (0.200, 3.914, -4.308)
H (1.850, 5.683, -3.764)
H (-3.671, -5.677, -1.950)
H (-2.469, 0.459, -4.597)
H (-2.299, 4.368, 0.319)
H (1.562, 2.745, 3.617)

Properties
Spin multiplicity: 2
Net charge: -1
E_tot in Ha: -4321.79139



C40H35N11OOs as an isolated structure in a non-equilibrium geometry. Source: the OMol25 dataset; level of theory: wB97M-V/def2-TZVPD.

Atoms and positions in Å:
Os (0.533, -0.067, -0.297)
O (11.854, 5.732, 3.094)
N (-0.746, -0.374, 1.778)
N (2.258, 1.278, -0.683)
N (6.311, 3.521, 0.911)
N (2.221, -0.065, 1.646)
N (4.174, -4.099, -3.084)
N (6.205, 2.582, 2.927)
N (-1.133, -0.799, -3.034)
N (-1.369, -2.611, 1.256)
N (1.961, -2.344, -1.193)
N (-0.533, 1.044, -1.661)
N (-0.786, -1.492, -0.770)
C (10.052, 4.478, 3.833)
C (12.638, 6.443, 2.165)
C (-1.227, -1.587, 2.131)
C (4.266, 2.477, -0.059)
C (3.214, 1.574, 0.234)
C (3.969, 0.508, 3.760)
C (-3.365, -5.213, -1.749)
C (-1.131, 3.232, -2.412)
C (-2.529, -3.533, -3.285)
C (4.148, -3.583, -1.681)
C (3.395, 2.687, -2.267)
C (2.155, -0.718, 2.795)
C (2.986, -0.445, 3.884)
C (-2.704, -4.628, -0.670)
C (4.099, 1.192, 2.540)
C (5.223, 2.739, 0.967)
C (-1.941, -3.502, -0.921)
C (4.341, 3.048, -1.334)
C (8.150, 4.068, 2.405)
C (-1.474, 2.728, -3.671)
C (-0.825, 0.619, 2.658)
C (5.128, 2.126, 2.236)
C (-1.178, -1.677, -2.085)
C (-0.664, 2.361, -1.450)
C (3.373, -2.256, -1.516)
C (3.158, 0.899, 1.510)
C (-3.278, -4.678, -3.030)
C (10.670, 5.265, 2.817)
C (-1.340, 0.463, 3.936)
C (-1.732, -1.830, 3.419)
C (-1.300, -2.544, -0.022)
C (8.833, 3.895, 3.629)
C (9.964, 5.470, 1.603)
C (-1.797, -0.793, 4.322)
C (-1.398, 1.372, -3.882)
C (2.377, 1.814, -1.897)
C (-1.857, -2.956, -2.218)
C (8.740, 4.891, 1.416)
C (-0.972, 0.524, -2.841)
C (6.906, 3.425, 2.092)
H (-1.820, 3.385, -4.456)
H (-0.462, 1.583, 2.324)
H (13.548, 6.734, 2.688)
H (-1.707, 0.919, -4.811)
H (3.731, -4.360, -1.037)
H (1.645, 1.526, -2.638)
H (3.478, -1.656, -2.421)
H (5.143, 3.734, -1.559)
H (8.193, 5.052, 0.502)
H (12.127, 7.336, 1.791)
H (-3.967, -6.093, -1.584)
H (3.415, 3.079, -3.270)
H (1.816, -2.917, -0.365)
H (3.237, -4.335, -3.440)
H (10.389, 6.084, 0.825)
H (1.417, -2.740, -1.955)
H (4.754, -4.952, -3.138)
H (12.894, 5.802, 1.314)
H (-2.800, -5.023, 0.328)
H (4.600, -3.408, -3.718)
H (10.596, 4.347, 4.756)
H (-2.484, -3.094, -4.270)
H (-1.230, 4.282, -2.191)
H (-2.103, -2.818, 3.642)
H (2.856, -0.993, 4.803)
H (6.463, 2.349, 3.874)
H (1.430, -1.517, 2.867)
H (4.635, 0.721, 4.582)
H (-0.376, 2.717, -0.464)
H (-3.815, -5.155, -3.836)
H (8.414, 3.302, 4.426)
H (-1.395, 1.306, 4.607)
H (3.844, -1.701, -0.704)
H (-2.206, -0.959, 5.307)
H (5.184, -3.422, -1.378)

Properties
Spin multiplicity: 5
Net charge: +4
E_tot in Ha: -2312.22455



C40H36BCrN5P2 as an isolated structure in a non-equilibrium geometry. Source: the OMol25 dataset; level of theory: wB97M-V/def2-TZVPD.

Atoms and positions in Å:
Cr (-0.865, -1.139, 1.070)
P (1.036, 2.133, 1.322)
P (0.604, -0.113, -0.544)
N (-2.054, 0.116, 3.467)
N (-0.864, -0.307, 2.987)
N (-2.220, -2.403, 1.984)
N (-3.290, -1.856, 2.602)
N (1.627, 1.188, 0.000)
C (-0.186, 3.266, 0.544)
C (0.513, 1.338, -2.950)
C (-1.471, 2.333, -3.877)
C (-3.565, -4.050, 2.669)
C (-1.883, 0.686, 4.665)
C (-0.378, -3.481, -0.902)
C (-0.240, 0.770, -1.920)
C (-2.224, 1.784, -2.852)
C (1.580, -1.715, -2.652)
C (0.056, 0.001, 3.901)
C (3.833, -2.551, -2.769)
C (1.590, -4.848, -0.458)
C (0.119, 4.312, -0.327)
C (-2.546, 3.746, 0.262)
C (2.464, 3.256, 1.542)
C (4.134, -1.914, -1.575)
C (-0.098, 2.112, -3.924)
C (-2.380, -2.232, -1.276)
C (4.842, 3.688, 1.562)
C (1.312, -5.631, -1.604)
C (0.772, -3.809, -0.128)
C (-1.214, -2.364, -0.546)
C (1.875, -1.074, -1.450)
C (-4.112, -2.823, 3.019)
C (-0.676, -4.307, -2.022)
C (-1.609, 1.008, -1.877)
C (2.266, 4.438, 2.264)
C (-1.844, -4.045, -2.775)
C (-0.897, 5.064, -0.896)
C (-0.535, 0.637, 4.990)
C (3.155, -1.184, -0.913)
C (3.764, 2.884, 1.207)
C (4.634, 4.866, 2.264)
C (-2.694, -3.048, -2.389)
C (2.554, -2.453, -3.305)
C (-2.377, -3.727, 2.015)
C (-2.229, 4.780, -0.608)
C (-1.525, 2.996, 0.837)
C (0.203, -5.371, -2.356)
C (3.341, 5.241, 2.614)
B (-3.372, -0.299, 2.737)
H (-3.291, 1.965, -2.805)
H (4.592, -3.132, -3.280)
H (-3.580, 3.522, 0.498)
H (1.155, 4.545, -0.554)
H (-2.061, -4.650, -3.650)
H (-2.197, 0.587, -1.071)
H (5.850, 3.388, 1.298)
H (-3.106, -1.472, -0.996)
H (0.584, -1.642, -3.072)
H (-0.657, 5.881, -1.567)
H (-3.397, 0.183, 1.611)
H (-5.035, -2.589, 3.525)
H (1.092, -0.249, 3.734)
H (5.133, -1.979, -1.162)
H (-0.026, -5.985, -3.222)
H (-0.051, 1.018, 5.874)
H (1.979, -6.439, -1.879)
H (1.582, 1.163, -3.002)
H (2.456, -5.084, 0.150)
H (-1.948, 2.939, -4.637)
H (-3.613, -2.872, -2.937)
H (-4.317, 0.007, 3.420)
H (-3.973, -5.028, 2.857)
H (0.993, -3.200, 0.742)
H (-1.764, 2.187, 1.523)
H (5.476, 5.486, 2.546)
H (-2.724, 1.082, 5.212)
H (3.176, 6.158, 3.168)
H (-1.641, -4.377, 1.566)
H (2.021, 1.741, -0.750)
H (3.932, 1.956, 0.672)
H (2.317, -2.954, -4.236)
H (-3.018, 5.367, -1.062)
H (1.258, 4.725, 2.549)
H (0.496, 2.546, -4.719)
H (3.381, -0.691, 0.025)

Properties
Energy above the lowest of the compared OMol25 structures with the same formula, charge and spin in kJ/mol: 43.7
Spin multiplicity: 5
Net charge: 0
E_tot in Ha: -3571.76886



C40H36ClN3RhSi2 as an isolated structure in a non-equilibrium geometry. Source: the OMol25 dataset; level of theory: wB97M-V/def2-TZVPD.

Atoms and positions in Å:
Rh (0.691, 1.942, 2.191)
Cl (-0.498, 1.665, 0.040)
Si (-0.527, -0.543, -1.496)
Si (0.419, -3.182, -1.668)
N (-1.698, 4.242, 2.756)
N (-0.620, 4.142, 2.045)
N (-1.410, 1.937, 3.162)
C (-2.049, -3.953, -2.792)
C (1.369, -4.302, -4.100)
C (-3.501, 3.002, 3.769)
C (0.926, 5.366, 0.634)
C (2.269, 0.734, 1.996)
C (-0.024, -1.721, 1.066)
C (-3.246, -4.681, -2.856)
C (-3.193, 0.653, 4.091)
C (2.359, -1.200, -1.046)
C (-2.358, -1.599, 0.420)
C (-2.199, 3.045, 3.235)
C (1.783, 0.874, -2.140)
C (1.840, -3.085, -6.160)
C (-0.354, -2.447, 2.213)
C (1.537, 6.580, 0.332)
C (-1.921, 0.761, 3.545)
C (-0.760, 6.555, 1.944)
C (1.019, 7.777, 0.847)
C (3.143, 1.099, -2.402)
C (-1.444, -5.147, -0.755)
C (1.814, 2.131, 3.784)
C (-2.640, -5.869, -0.839)
C (2.329, 2.928, 2.707)
C (-1.687, -2.759, 2.448)
C (1.001, -1.911, -4.220)
C (3.714, -0.995, -1.327)
C (1.780, -4.280, -5.439)
C (-0.999, -1.366, 0.120)
C (1.787, 0.770, 3.339)
C (1.009, -3.097, -3.464)
C (-3.537, -5.651, -1.890)
C (2.586, 2.064, 1.591)
C (1.440, -1.897, -5.545)
C (-0.135, 7.764, 1.647)
C (-1.124, -4.217, -1.766)
C (-0.172, 5.349, 1.521)
C (-3.996, 1.793, 4.229)
C (4.101, 0.140, -2.043)
C (1.359, -0.315, -1.505)
C (-2.696, -2.305, 1.577)
H (2.415, 6.590, -0.316)
H (-0.559, 8.692, 2.032)
H (-3.541, -0.327, 4.406)
H (3.437, 2.041, -2.879)
H (4.453, -1.720, -0.961)
H (-4.982, 1.734, 4.683)
H (1.531, 8.719, 0.635)
H (-1.845, -3.161, -3.529)
H (1.032, 1.641, -2.329)
H (-3.748, -2.492, 1.811)
H (-1.264, -0.106, 3.410)
H (2.980, 2.351, 0.619)
H (1.448, -0.953, -6.090)
H (2.153, -2.060, -0.383)
H (-1.947, -3.334, 3.337)
H (1.320, -3.923, -0.762)
H (0.456, -2.747, 2.893)
H (2.484, 4.005, 2.720)
H (-1.321, 0.523, -2.047)
H (-3.953, -4.474, -3.657)
H (-4.464, -6.225, -1.949)
H (1.010, -1.412, 0.908)
H (2.403, -0.151, 1.373)
H (1.280, -5.246, -3.548)
H (-4.030, 3.954, 3.780)
H (-1.669, 6.495, 2.543)
H (-2.880, -6.596, -0.057)
H (2.182, -3.074, -7.193)
H (5.155, 0.296, -2.281)
H (2.042, -5.220, -5.922)
H (-0.756, -5.277, 0.088)
H (1.450, -0.091, 3.918)
H (-3.123, -1.185, -0.242)
H (0.623, -0.973, -3.787)
H (1.487, 2.501, 4.759)
H (1.252, 4.412, 0.214)

Properties
Energy above the lowest of the compared OMol25 structures with the same formula, charge and spin in kJ/mol: 285.1
Spin multiplicity: 5
Net charge: +1
E_tot in Ha: -2859.40240



A 8-piece molecular cluster, C40H36F2N2O29S2 overall in a non-equilibrium geometry. Source: the OMol25 dataset; level of theory: wB97M-V/def2-TZVPD.

Atoms and positions in Å:
S (-1.209, 0.745, -1.108)
S (1.249, -0.852, -1.605)
F (2.344, -1.097, -0.362)
F (-1.603, 1.367, 0.322)
O (0.541, -2.357, 4.656)
O (-8.430, 2.442, 3.028)
O (-6.918, 3.934, 1.419)
O (2.892, -3.777, -8.092)
O (-0.844, 1.844, -1.965)
O (3.598, 4.137, -3.137)
O (1.774, 8.122, -0.024)
O (1.917, 2.059, 0.752)
O (3.058, -1.157, 3.485)
O (5.824, 2.755, -2.980)
O (4.195, -2.104, 1.348)
O (-0.086, 8.007, 1.726)
O (3.661, -3.090, -5.687)
O (0.815, -2.209, -1.915)
O (6.982, -4.788, 3.944)
O (-2.099, 4.386, -0.493)
O (-4.427, -0.029, 4.108)
O (-6.741, -2.916, -1.335)
O (-2.127, -3.343, -0.607)
O (-0.351, 4.624, -2.487)
O (-3.004, 1.581, 2.648)
O (-0.423, -0.851, -4.846)
O (4.081, 0.683, 0.911)
O (-6.395, -2.929, -3.887)
O (-1.702, -3.215, -3.227)
O (-1.333, -1.570, -7.177)
O (-2.306, -0.117, -1.460)
O (6.229, -3.535, 6.159)
O (2.041, -0.045, -2.492)
N (0.396, -0.622, 2.445)
N (0.264, -0.169, -0.668)
C (-4.934, 2.793, 1.991)
C (1.622, -1.945, -5.160)
C (-6.491, 1.288, 3.796)
C (-4.522, -3.207, -0.880)
C (-3.930, -2.913, -3.718)
C (-0.086, -2.972, 1.807)
C (2.697, 3.178, -1.184)
C (-7.098, 2.227, 3.049)
C (4.075, 1.467, -0.028)
C (-3.185, -3.212, -1.273)
C (-5.285, -2.977, -3.282)
C (5.580, -3.215, 5.046)
C (-0.728, -2.078, 4.102)
C (-1.140, 6.226, 0.709)
C (3.687, 3.380, -2.164)
C (0.809, 6.347, -1.415)
C (-4.315, 1.857, 2.719)
C (2.546, -2.713, -5.969)
C (2.869, 2.283, -0.190)
C (-2.943, -3.098, -2.774)
C (1.959, -3.125, -7.373)
C (6.136, -3.866, 3.790)
C (4.560, -2.294, 5.028)
C (-6.353, 3.078, 2.088)
C (-1.281, 5.341, -0.379)
C (-0.594, -1.699, 2.602)
C (-5.510, -3.094, -1.761)
C (0.988, 7.196, -0.252)
C (-0.183, -1.971, -7.011)
C (4.680, -2.418, 2.549)
C (4.031, -1.861, 3.757)
C (-5.063, 0.944, 3.657)
C (4.938, 2.517, -2.041)
C (0.570, -2.390, 6.096)
C (5.560, -3.476, 2.554)
C (5.136, 1.742, -0.976)
C (-0.123, 7.078, 0.756)
C (0.661, -2.893, -7.826)
C (-0.236, 5.467, -1.459)
C (0.398, -1.568, -5.625)
H (1.349, -0.832, 2.777)
H (5.336, 3.266, -3.645)
H (3.447, -1.491, 1.345)
H (-1.998, 6.354, 1.343)
H (-4.368, 3.398, 1.319)
H (-1.092, 4.012, -2.364)
H (-0.746, -3.737, 2.208)
H (1.600, -2.682, 6.323)
H (0.665, 8.598, 1.512)
H (-0.122, -3.121, 6.566)
H (1.771, 3.745, -1.284)
H (-7.127, 0.740, 4.506)
H (0.545, -0.457, 1.438)
H (-1.156, -1.283, 4.741)
H (-1.113, -2.974, -2.479)
H (6.007, 1.070, -0.961)
H (-1.266, -2.992, 4.288)
H (0.000, 0.226, 2.832)
H (1.237, 2.732, 0.631)
H (-2.617, 1.868, 1.809)
H (1.982, -1.670, -4.179)
H (1.484, 6.340, -2.272)
H (5.973, -3.971, 1.662)
H (3.695, -3.812, -7.568)
H (0.416, -1.368, 6.474)
H (-4.792, -3.100, 0.152)
H (-3.811, -2.716, -4.781)
H (0.918, -3.281, 2.005)
H (-7.209, -2.768, -2.185)
H (-8.598, 3.078, 2.323)
H (-1.294, -0.859, -5.288)
H (0.335, -3.101, -8.818)
H (-0.274, -2.936, 0.735)
H (6.845, -4.266, 6.014)
H (4.100, -2.020, 5.966)
H (-1.489, -1.330, 2.103)

Properties
Net charge: 0
E_tot in Ha: -4833.27010



- Which formula does entry 3 have?
  C40H36BCrN5P2